# 1
Below is C23H28N7Y as an isolated structure, with properties calculated with the ωB97M-V functional and the def2-TZVPD basis.

Atoms and positions in Å:
Y1 -0.39 -0.44 0.14
C1 2.33 -1.39 1.46
C2 2.36 0.05 1.97
N1 1.24 0.90 1.45
C3 0.61 1.77 2.47
C4 -0.83 1.33 2.79
N2 -0.99 -0.12 2.54
C5 -0.21 -0.96 3.48
C6 0.38 -2.22 2.85
N3 0.98 -2.02 1.51
H1 3.05 -1.97 2.04
H2 2.66 -1.42 0.42
H3 3.32 0.48 1.68
H4 2.33 0.07 3.06
H5 1.62 1.48 0.71
H6 0.60 2.80 2.11
H7 1.22 1.78 3.38
H8 -1.54 1.85 2.14
H9 -1.07 1.60 3.82
H10 -1.98 -0.35 2.64
H11 -0.82 -1.26 4.33
H12 0.58 -0.34 3.91
H13 -0.41 -2.96 2.72
H14 1.11 -2.65 3.54
H15 1.11 -2.95 1.11
C7 4.61 -0.60 -2.60
C8 4.43 0.45 -1.71
C9 3.14 0.87 -1.39
C10 2.03 0.24 -1.95
C11 2.23 -0.80 -2.86
C12 3.51 -1.21 -3.18
N4 0.70 0.59 -1.56
C13 -0.02 1.46 -2.30
C14 0.53 2.28 -3.32
C15 -0.26 3.16 -4.01
C16 -1.65 3.29 -3.75
C17 -2.23 2.51 -2.81
C18 -1.43 1.59 -2.07
N5 -1.97 0.66 -1.23
N6 -3.22 0.54 -1.12
C19 -3.58 -0.57 -0.33
C20 -4.94 -0.85 -0.22
C21 -5.34 -1.97 0.48
C22 -4.37 -2.79 1.05
C23 -3.05 -2.44 0.91
N7 -2.64 -1.34 0.24
H16 5.61 -0.92 -2.86
H17 5.28 0.96 -1.29
H18 3.01 1.74 -0.75
H19 1.37 -1.27 -3.32
H20 3.66 -2.02 -3.89
H21 1.58 2.19 -3.54
H22 0.19 3.77 -4.78
H23 -2.23 4.00 -4.32
H24 -3.29 2.57 -2.61
H25 -5.65 -0.19 -0.70
H26 -6.39 -2.21 0.57
H27 -4.64 -3.68 1.60
H28 -2.26 -3.05 1.35

Summary:
net charge = +2
gap between HOMO and LUMO = 5.915 eV

These are the natural (NBO) partial charges, in e, on atoms 1 to 2: 2.2256 -0.2494



# 2
Below is C23H29BrCdF2N3O5 as an isolated structure, with properties calculated with the ωB97M-V functional and the def2-TZVPD basis.

Atoms and positions in Å:
Cd1 -1.22 0.89 -1.83
C1 4.43 -0.13 3.28
C2 4.29 1.27 2.66
C3 4.35 2.32 3.77
C4 5.49 1.49 1.73
C5 2.96 1.37 1.91
C6 2.88 1.63 0.55
C7 1.64 1.73 -0.05
Br1 1.58 2.11 -1.92
C8 0.41 1.59 0.63
O1 -0.73 1.81 0.04
C9 0.51 1.25 2.01
C10 1.76 1.19 2.60
C11 -0.76 1.01 2.85
C12 -1.85 0.24 2.10
C13 -1.31 2.38 3.28
C14 -0.44 0.19 4.11
H1 5.37 -0.22 3.83
H2 4.40 -0.90 2.51
H3 3.61 -0.33 3.98
H4 5.29 2.25 4.32
H5 3.53 2.19 4.48
H6 4.26 3.33 3.35
H7 6.42 1.41 2.31
H8 5.46 2.48 1.28
H9 5.53 0.74 0.94
H10 3.76 1.76 -0.06
H11 1.82 0.97 3.65
H12 -2.29 0.83 1.30
H13 -2.63 -0.06 2.80
H14 -1.44 -0.67 1.64
H15 -1.56 2.98 2.40
H16 -0.58 2.92 3.88
H17 -2.22 2.25 3.88
H18 0.03 -0.76 3.85
H19 -1.37 -0.02 4.64
H20 0.21 0.71 4.81
F1 -2.46 2.07 -3.02
F2 -3.93 -3.93 -4.91
C15 -2.60 -4.04 -4.82
C16 -1.93 -3.52 -3.79
N1 -0.57 -3.63 -3.67
C17 0.09 -3.05 -2.51
C18 -0.29 -1.59 -2.26
O2 -0.02 -1.13 -1.14
O3 -0.87 -0.96 -3.18
C19 0.19 -4.26 -4.63
O4 1.40 -4.39 -4.57
N2 -0.54 -4.77 -5.69
C20 -1.92 -4.73 -5.90
O5 -2.42 -5.25 -6.87
H21 -2.44 -2.97 -3.01
H22 1.17 -3.11 -2.68
H23 -0.14 -3.63 -1.61
H24 0.01 -5.23 -6.40
C21 -5.18 2.51 -1.63
C22 -5.10 1.15 -2.33
C23 -4.19 0.25 -1.63
N3 -3.48 -0.47 -1.08
H25 -5.88 3.15 -2.17
H26 -4.20 2.97 -1.64
H27 -5.54 2.40 -0.61
H28 -4.68 1.28 -3.33
H29 -6.07 0.67 -2.41

Summary:
net charge = -1
gap between HOMO and LUMO = 7.384 eV

These are the natural (NBO) partial charges, in e, on atoms 1 to 2: 1.7151 -0.5951



# 3
Below is C23H29Cl2N4O5Os as an isolated structure, with properties calculated with the ωB97M-V functional and the def2-TZVPD basis.

Atoms and positions in Å:
Os1 -0.49 -0.19 -1.49
C1 -4.17 -1.79 0.76
N1 -3.30 -0.62 0.86
C2 -3.86 0.46 0.06
C3 -1.92 -0.92 0.47
O1 -1.81 -1.50 -0.83
C4 -1.31 -1.83 1.54
O2 -0.07 -2.33 1.07
C5 0.60 -3.12 1.99
C6 1.12 -2.35 3.21
O3 1.07 -1.14 3.27
N2 1.64 -3.11 4.23
C7 2.12 -2.45 5.42
C8 1.86 -4.53 4.16
H1 -5.21 -1.46 0.85
H2 -4.05 -2.31 -0.20
H3 -4.00 -2.50 1.57
H4 -4.84 0.73 0.46
H5 -3.22 1.34 0.12
H6 -3.97 0.19 -1.00
H7 -1.16 -1.25 2.45
H8 -1.98 -2.67 1.76
H9 -0.03 -3.95 2.33
H10 1.46 -3.54 1.46
H11 1.80 -1.41 5.40
H12 1.71 -2.94 6.31
H13 3.21 -2.48 5.48
H14 1.73 -4.91 3.15
H15 2.89 -4.76 4.47
H16 1.18 -5.08 4.83
Cl1 -2.13 2.66 -3.39
C9 -0.48 3.19 -3.53
C10 -0.21 4.34 -4.22
C11 1.10 4.81 -4.37
C12 2.13 4.07 -3.80
C13 1.86 2.90 -3.11
Cl2 3.19 2.00 -2.43
C14 0.54 2.36 -2.93
N3 0.31 1.23 -2.32
H17 -1.04 4.89 -4.64
H18 1.31 5.73 -4.90
H19 3.16 4.39 -3.88
N4 1.46 0.15 -5.24
C15 2.34 -0.89 -4.72
C16 1.62 -1.73 -3.67
O4 2.17 -2.55 -3.00
O5 0.30 -1.49 -3.58
H20 1.75 0.46 -6.16
H21 1.46 0.96 -4.63
H22 0.12 -0.78 -4.25
H23 3.26 -0.54 -4.27
H24 2.59 -1.58 -5.53
C17 -1.02 0.28 0.20
C18 -0.66 1.32 1.16
C19 -1.38 1.51 2.34
C20 -1.03 2.52 3.23
C21 0.04 3.36 2.95
C22 0.76 3.18 1.77
C23 0.41 2.18 0.89
H25 -2.22 0.86 2.55
H26 -1.60 2.65 4.14
H27 0.31 4.14 3.64
H28 1.59 3.83 1.54
H29 0.97 2.02 -0.03

Summary:
net charge = -1
gap between HOMO and LUMO = 5.363 eV

These are the natural (NBO) partial charges, in e, on atoms 1 to 2: 0.7633 -0.4177



# 4
Below is C23H29FN2O4RuSb2 as an isolated structure, with properties calculated with the ωB97M-V functional and the def2-TZVPD basis.

Atoms and positions in Å:
Ru1 -1.26 1.56 0.59
C1 -2.30 1.88 2.53
C2 -3.27 1.88 1.46
C3 -2.94 2.94 0.58
C4 -1.76 3.59 1.08
C5 -1.40 2.95 2.31
H1 -2.32 1.23 3.38
H2 -4.12 1.22 1.38
H3 -3.45 3.18 -0.34
H4 -1.25 4.42 0.62
H5 -0.56 3.20 2.94
C6 -3.27 0.61 -2.47
Sb1 -2.10 -0.40 -1.02
C7 -3.37 -1.88 -0.20
C8 -0.49 -1.46 -1.94
C9 -0.31 -2.76 -1.22
C10 -0.95 -3.90 -1.71
C11 -0.85 -5.12 -1.07
C12 -0.10 -5.22 0.10
C13 0.54 -4.10 0.59
C14 0.45 -2.86 -0.05
C15 1.20 -1.70 0.52
Sb2 -0.01 -0.49 1.78
C16 -1.05 -1.87 2.99
C17 1.32 0.55 3.05
H6 -3.75 -0.14 -3.11
H7 -2.64 1.26 -3.06
H8 -4.04 1.19 -1.96
H9 -3.48 -2.69 -0.92
H10 -4.34 -1.43 0.01
H11 -2.94 -2.27 0.72
H12 0.39 -0.81 -1.91
H13 -0.75 -1.62 -2.99
H14 -1.52 -3.83 -2.63
H15 -1.34 -5.99 -1.47
H16 0.00 -6.17 0.61
H17 1.16 -4.19 1.48
H18 1.67 -1.05 -0.22
H19 1.98 -2.06 1.20
H20 -0.31 -2.49 3.49
H21 -1.68 -2.50 2.37
H22 -1.65 -1.35 3.73
H23 1.99 -0.16 3.52
H24 0.75 1.07 3.82
H25 1.88 1.26 2.45
F1 5.90 3.81 -0.28
C18 5.01 2.94 -0.71
C19 3.82 3.32 -1.16
N1 2.88 2.40 -1.62
C20 1.54 2.79 -1.99
C21 0.51 2.26 -1.03
O1 -0.70 2.15 -1.37
O2 0.79 1.94 0.16
C22 3.12 1.05 -1.57
O3 2.25 0.24 -1.88
N2 4.38 0.69 -1.18
C23 5.40 1.52 -0.68
O4 6.44 1.08 -0.29
H26 3.54 4.37 -1.22
H27 1.28 2.41 -2.98
H28 1.48 3.88 -2.02
H29 4.59 -0.30 -1.20

Summary:
net charge = +2
gap between HOMO and LUMO = 6.735 eV

These are the Löwdin partial charges, in e, on atoms 1 to 2: 0.8654 -0.1662



Record order is preserved below.
E: -1314.45117 -4376.00268 -2500.08794 -1979.05182 Eh
Record order is preserved below.
Max |F|: 0.0169 0.0026 0.0052 0.0201 hartree/bohr
Record order is preserved below.
Highest occupied orbital energy: -13.06 -4.81 -2.89 -14.15 eV